{
  "formula": "C13H16ClCuN3O3",
  "method": "wB97M-V/def2-TZVPD",
  "elements": ["Cu", "Cl", "O", "C", "O", "O", "H", "N", "C", "C", "C", "C", "H", "H", "H", "H", "H", "N", "C", "C", "C", "C", "H", "H", "H", "H", "H", "N", "C", "C", "C", "C", "H", "H", "H", "H", "H"],
  "positions_angstrom": [[-2.36511, 0.15266, 0.99343], [-0.54252, 0.36835, 0.32480], [-1.51323, -2.06109, -1.21801], [-2.71136, -1.92088, -0.64286], [-3.69687, -2.71755, -0.78775], [-2.87876, -0.82827, -0.15480], [-1.06862, -1.25782, -0.93754], [0.18978, -1.68056, 1.10180], [1.32347, -1.99420, 1.82015], [1.21365, -3.31525, 2.29129], [0.03966, -3.84434, 1.79050], [-0.59794, -2.78001, 1.08179], [0.02322, -0.81412, 0.61023], [2.09056, -1.24073, 1.92152], [1.95371, -3.84134, 2.87603], [-0.34328, -4.83397, 1.99144], [-1.58829, -2.78343, 0.65098], [0.04833, 2.40468, 1.12142], [-0.45387, 3.17059, 2.07198], [-0.12016, 4.52704, 1.83040], [0.73059, 4.45496, 0.69860], [0.84687, 3.17720, 0.37508], [0.10305, 1.40376, 1.24490], [-1.11749, 2.78189, 2.83024], [-0.50604, 5.33921, 2.42863], [1.31568, 5.16704, 0.13557], [1.51651, 2.61874, -0.26219], [0.41811, -0.26800, -1.65612], [1.76066, 0.04504, -1.82147], [1.85454, 0.25744, -3.17563], [0.51596, 0.23210, -3.76898], [-0.33944, -0.13588, -2.77096], [0.04930, -0.40838, -0.72640], [2.35034, 0.06035, -0.91679], [2.68900, 0.41699, -3.84244], [0.22713, 0.29410, -4.80780], [-1.41713, -0.14632, -2.70108]],
  "forces_ev_per_angstrom": [[-1.0677, 3.4100, 5.6575], [-5.8269, 7.8859, -0.7531], [-1.2857, -0.9531, -0.5556], [-3.0877, -7.6080, -5.1806], [3.7159, 2.0817, 0.7283], [-4.7761, 2.1600, -0.7617], [0.1576, -0.7238, -0.6672], [2.5219, -5.5056, 2.5762], [-0.1697, -0.6497, 0.3128], [1.4448, 1.5166, -0.3883], [-1.8185, 1.5523, -0.7843], [-0.0676, -2.3711, 1.4487], [2.0454, -4.5870, 1.8415], [0.1127, -0.1884, 0.1481], [0.0019, 0.1289, -0.0175], [-0.1514, 0.1509, -0.1787], [0.7835, -0.5687, 0.7297], [1.5648, 2.2469, 2.4743], [-1.6528, 3.1734, 1.5379], [-0.6696, -1.9499, 0.4499], [0.5349, 2.1479, 0.1630], [1.2946, -2.8943, -2.0969], [1.6053, 2.5503, 1.5408], [0.0116, -0.0545, 0.1229], [0.2451, 0.1214, -0.2752], [-0.2984, 0.5248, 0.4224], [0.0336, 0.5759, -0.5961], [2.1686, -0.5951, -1.5039], [-1.8558, -0.7170, -1.2483], [-0.4637, 0.6617, -1.5273], [0.9810, -0.7612, 0.4663], [0.5944, 0.8236, -0.0041], [2.0359, -1.6349, -3.8881], [0.5266, -0.1440, -0.4963], [0.3588, 0.1966, 0.5720], [0.3207, 0.2834, 0.0377], [0.1318, -0.2858, -0.3067]],
  "largest_force_ev_per_a": 9.83,
  "total_charge": 0,
  "orbital_gap_ev": [6.03, 3.84],
  "energy_ev": -81501.98319,
  "homo_energy_ev": [-8.1343, -8.0825],
  "multiplicity": 2
}



{
  "formula": "C13H16ClN3OS",
  "method": "wB97M-V/def2-TZVPD",
  "elements": ["O", "C", "N", "N", "C", "C", "C", "C", "C", "C", "C", "H", "H", "Cl", "H", "H", "H", "H", "C", "N", "C", "C", "H", "H", "S", "C", "C", "H", "H", "H", "H", "H", "H", "H", "H"],
  "positions_angstrom": [[0.46662, 3.04882, 0.75733], [1.01146, 2.06040, 0.12507], [0.27336, 1.08540, -0.29780], [-1.14873, 0.88350, -0.09201], [-1.81131, -0.30468, -0.57549], [-3.31905, -0.33112, -0.16812], [-4.02868, -1.52576, -0.45112], [-5.32283, -1.49897, -0.55025], [-6.05353, -0.45402, 0.07046], [-5.30899, 0.63279, 0.55989], [-4.04661, 0.99242, 0.39507], [-3.56096, 1.77712, 0.57780], [-5.88538, 1.29624, 0.91592], [-7.68285, -0.53864, 0.44214], [-5.83285, -2.42877, -0.86371], [-3.46321, -2.23996, -0.95413], [-1.29162, -1.13928, -0.84627], [0.58660, 0.15825, -0.61262], [2.43627, 1.99974, -0.29948], [2.70520, 0.54678, -0.03425], [2.76147, 0.05929, 1.14686], [2.77531, -1.35454, 1.48809], [2.88050, -1.65827, 2.42749], [2.00671, -1.87324, 0.97048], [4.44949, -1.88103, 0.37300], [4.29037, -1.24001, -1.01428], [3.99221, 0.04846, -0.85505], [4.88286, 0.84193, -0.36495], [3.83422, 0.64118, -1.73916], [3.38420, -1.77603, -1.41306], [5.11749, -1.35006, -1.63351], [1.87084, 0.37546, 1.62354], [3.70830, 0.54976, 1.77050], [2.42766, 2.10654, -1.29095], [2.89545, 2.49030, 0.41258]],
  "forces_ev_per_angstrom": [[2.5448, -3.0901, -2.0137], [-3.1193, 6.3182, 2.9538], [-5.0794, -6.3380, -1.9257], [-1.7600, -2.8375, -1.7986], [0.0299, 8.0013, 5.1007], [1.4603, 2.8790, 0.2283], [5.0678, 3.8441, -0.4405], [-6.7284, -0.8756, 1.4398], [3.4567, -1.3533, -0.6370], [0.0604, -2.5866, -2.0469], [0.5556, -12.5872, -4.1176], [3.6445, 6.2537, 1.6041], [-4.3316, 5.0631, 3.0559], [-1.3063, -0.1216, -0.0633], [-0.0089, 0.7975, -0.0188], [0.8439, -1.5794, -0.4199], [1.3110, -2.2737, -1.2460], [1.2415, 1.3413, 0.0456], [-3.1278, -6.2099, 2.6171], [3.3105, -1.1666, -9.9527], [1.5611, 1.7316, 9.3847], [2.4324, -0.3298, -7.5488], [0.8972, -0.8877, 3.8283], [-0.8789, -0.6826, -0.3040], [1.6109, -6.4029, 12.3366], [-3.7548, -2.3194, -6.8842], [-1.4729, 13.4515, 1.4476], [-1.7361, -2.7978, -0.8398], [-0.1168, -0.2870, -1.0583], [0.7036, 0.6385, -1.1746], [1.5100, -0.6229, -1.1894], [-1.1314, 1.0062, 1.4674], [-1.8225, -0.8048, -0.7159], [0.9217, 1.2340, -3.7213], [3.2112, 3.5940, 2.6071]],
  "largest_force_ev_per_a": 13.99,
  "total_charge": 0,
  "orbital_gap_ev": 7.50,
  "energy_ev": -43604.53765,
  "homo_energy_ev": -8.2064,
  "multiplicity": 1
}



{
  "formula": "C13H16N",
  "method": "wB97M-V/def2-TZVPD",
  "elements": ["C", "C", "C", "C", "N", "H", "H", "H", "H", "H", "H", "C", "C", "C", "C", "C", "C", "C", "C", "C", "H", "H", "H", "H", "H", "H", "H", "H", "H", "H"],
  "positions_angstrom": [[-0.99596, 1.18989, 1.96215], [-0.31695, -0.07500, 2.49350], [-1.06897, -1.33204, 2.02109], [1.04948, -0.12966, 1.89450], [2.11071, -0.18036, 1.41210], [-0.29867, 2.03760, 1.97038], [-1.31700, 0.99953, 0.93353], [-1.87543, 1.45676, 2.55697], [-0.39178, -2.19724, 2.02015], [-1.92693, -1.56251, 2.66603], [-1.42414, -1.16899, 0.99598], [-1.86329, -4.85661, 8.33578], [-1.24796, -3.88638, 7.37973], [-0.27815, -4.35040, 6.47696], [0.30274, -3.49141, 5.56846], [-0.10760, -2.12073, 5.48428], [-1.07610, -1.65907, 6.44291], [-1.61963, -2.53293, 7.36624], [0.40466, -1.32114, 4.46241], [-0.18005, -0.04070, 3.99797], [-2.57042, -4.34889, 8.99619], [-2.39445, -5.64972, 7.79363], [-1.08670, -5.33987, 8.94204], [-0.00278, -5.40883, 6.50292], [1.05255, -3.84503, 4.85799], [-1.38002, -0.61058, 6.42991], [-2.36002, -2.18684, 8.09518], [1.26834, -1.70084, 3.91041], [0.46026, 0.82318, 4.27170], [-1.16608, 0.10074, 4.46934]],
  "forces_ev_per_angstrom": [[0.0340, 0.2841, -0.2136], [0.0148, 0.0957, -0.9388], [0.0424, -0.2631, -0.2113], [1.6017, -0.0767, -0.8230], [-1.9814, 0.1069, 0.9234], [-0.2497, -0.1458, 0.0165], [0.0687, 0.2870, 0.1075], [0.1094, -0.1606, -0.0405], [-0.3435, 0.1630, 0.0458], [0.1933, 0.1719, -0.1048], [0.0682, -0.1835, 0.2204], [-0.0944, -0.1345, 0.1739], [0.0651, 0.1351, -0.1087], [0.0520, 0.2124, -0.0777], [-0.1173, 0.2512, 0.0313], [-0.4042, -0.3872, 0.6551], [0.2866, -0.1840, -0.5042], [0.0469, -0.2221, -0.0319], [0.5358, -0.1026, 0.1476], [0.3309, 0.2013, 0.9691], [0.0647, -0.1738, 0.0006], [0.0466, 0.1327, 0.1449], [-0.2075, 0.0682, -0.0205], [-0.0092, 0.3564, -0.0410], [-0.2012, 0.0481, 0.2076], [0.0787, -0.3374, 0.0709], [0.2758, -0.0543, -0.2864], [-0.2581, 0.0600, 0.0740], [-0.3030, -0.2504, -0.0192], [0.2539, 0.1019, -0.3669]],
  "largest_force_ev_per_a": 2.19,
  "total_charge": 0,
  "orbital_gap_ev": [7.77, 9.04],
  "energy_ev": -15229.45331,
  "homo_energy_ev": [-7.0116, -9.4458],
  "multiplicity": 2
}



Copy entry 3 word for word.
{
  "formula": "C13H16N",
  "method": "wB97M-V/def2-TZVPD",
  "elements": ["C", "C", "C", "C", "N", "H", "H", "H", "H", "H", "H", "C", "C", "C", "C", "C", "C", "C", "C", "C", "H", "H", "H", "H", "H", "H", "H", "H", "H", "H"],
  "positions_angstrom": [[-0.99596, 1.18989, 1.96215], [-0.31695, -0.07500, 2.49350], [-1.06897, -1.33204, 2.02109], [1.04948, -0.12966, 1.89450], [2.11071, -0.18036, 1.41210], [-0.29867, 2.03760, 1.97038], [-1.31700, 0.99953, 0.93353], [-1.87543, 1.45676, 2.55697], [-0.39178, -2.19724, 2.02015], [-1.92693, -1.56251, 2.66603], [-1.42414, -1.16899, 0.99598], [-1.86329, -4.85661, 8.33578], [-1.24796, -3.88638, 7.37973], [-0.27815, -4.35040, 6.47696], [0.30274, -3.49141, 5.56846], [-0.10760, -2.12073, 5.48428], [-1.07610, -1.65907, 6.44291], [-1.61963, -2.53293, 7.36624], [0.40466, -1.32114, 4.46241], [-0.18005, -0.04070, 3.99797], [-2.57042, -4.34889, 8.99619], [-2.39445, -5.64972, 7.79363], [-1.08670, -5.33987, 8.94204], [-0.00278, -5.40883, 6.50292], [1.05255, -3.84503, 4.85799], [-1.38002, -0.61058, 6.42991], [-2.36002, -2.18684, 8.09518], [1.26834, -1.70084, 3.91041], [0.46026, 0.82318, 4.27170], [-1.16608, 0.10074, 4.46934]],
  "forces_ev_per_angstrom": [[0.0340, 0.2841, -0.2136], [0.0148, 0.0957, -0.9388], [0.0424, -0.2631, -0.2113], [1.6017, -0.0767, -0.8230], [-1.9814, 0.1069, 0.9234], [-0.2497, -0.1458, 0.0165], [0.0687, 0.2870, 0.1075], [0.1094, -0.1606, -0.0405], [-0.3435, 0.1630, 0.0458], [0.1933, 0.1719, -0.1048], [0.0682, -0.1835, 0.2204], [-0.0944, -0.1345, 0.1739], [0.0651, 0.1351, -0.1087], [0.0520, 0.2124, -0.0777], [-0.1173, 0.2512, 0.0313], [-0.4042, -0.3872, 0.6551], [0.2866, -0.1840, -0.5042], [0.0469, -0.2221, -0.0319], [0.5358, -0.1026, 0.1476], [0.3309, 0.2013, 0.9691], [0.0647, -0.1738, 0.0006], [0.0466, 0.1327, 0.1449], [-0.2075, 0.0682, -0.0205], [-0.0092, 0.3564, -0.0410], [-0.2012, 0.0481, 0.2076], [0.0787, -0.3374, 0.0709], [0.2758, -0.0543, -0.2864], [-0.2581, 0.0600, 0.0740], [-0.3030, -0.2504, -0.0192], [0.2539, 0.1019, -0.3669]],
  "largest_force_ev_per_a": 2.19,
  "total_charge": 0,
  "orbital_gap_ev": [7.77, 9.04],
  "energy_ev": -15229.45331,
  "homo_energy_ev": [-7.0116, -9.4458],
  "multiplicity": 2
}



- Look up the multiplicity of the second one.
  1